1.
{"formula": "C54H66F6O6", "method": "ωB97M-V with the def2-TZVPD basis set", "symbols": ["C", "C", "O", "C", "H", "H", "H", "H", "H", "H", "C", "C", "O", "C", "H", "H", "H", "H", "H", "H", "C", "C", "O", "C", "H", "H", "H", "H", "H", "H", "C", "C", "O", "C", "H", "H", "H", "H", "H", "H", "C", "C", "O", "C", "H", "H", "H", "H", "H", "H", "C", "C", "O", "C", "H", "H", "H", "H", "H", "H", "F", "C", "C", "C", "C", "C", "C", "H", "H", "H", "H", "H", "F", "C", "C", "C", "C", "C", "C", "H", "H", "H", "H", "H", "F", "C", "C", "C", "C", "C", "C", "H", "H", "H", "H", "H", "F", "C", "C", "C", "C", "C", "C", "H", "H", "H", "H", "H", "F", "C", "C", "C", "C", "C", "C", "H", "H", "H", "H", "H", "F", "C", "C", "C", "C", "C", "C", "H", "H", "H", "H", "H"], "xyz": [[3.56, -4.79, 2.96], [2.13, -4.27, 2.96], [1.84, -3.16, 3.32], [1.09, -5.15, 2.30], [3.75, -4.78, 1.88], [3.75, -5.78, 3.37], [4.22, -4.07, 3.44], [0.30, -4.53, 1.89], [0.55, -5.74, 3.05], [1.49, -5.78, 1.51], [-0.04, 0.60, 3.38], [0.51, 0.88, 4.74], [-0.18, 1.40, 5.59], [1.95, 0.49, 4.97], [-1.12, 0.63, 3.27], [0.28, -0.42, 3.14], [0.30, 1.26, 2.58], [2.22, 0.48, 6.02], [2.56, 1.22, 4.43], [2.17, -0.50, 4.57], [-3.93, -5.84, 0.10], [-2.77, -4.94, 0.40], [-2.07, -4.55, -0.51], [-2.54, -4.38, 1.80], [-4.89, -5.36, 0.32], [-3.85, -6.79, 0.62], [-4.02, -5.98, -0.98], [-2.11, -5.17, 2.42], [-3.44, -3.95, 2.23], [-1.80, -3.58, 1.77], [1.24, -4.16, -1.07], [2.49, -4.95, -1.44], [3.06, -5.62, -0.61], [2.86, -5.01, -2.90], [0.63, -3.89, -1.93], [1.54, -3.22, -0.59], [0.57, -4.68, -0.39], [2.66, -5.98, -3.36], [3.92, -4.81, -3.11], [2.29, -4.26, -3.44], [1.85, -0.81, -3.29], [2.79, 0.39, -3.19], [3.39, 0.64, -2.18], [3.07, 1.10, -4.50], [1.74, -1.24, -2.30], [2.28, -1.46, -4.05], [0.87, -0.48, -3.65], [2.11, 1.32, -4.97], [3.54, 0.38, -5.17], [3.68, 1.96, -4.25], [4.77, -1.26, 0.61], [5.43, -1.63, 1.91], [4.82, -1.62, 2.96], [6.86, -2.07, 1.77], [4.67, -2.11, -0.07], [5.05, -0.33, 0.14], [3.69, -1.14, 0.83], [7.23, -1.67, 0.83], [6.88, -3.16, 1.73], [7.50, -1.66, 2.56], [5.09, 6.00, 1.88], [4.71, 4.71, 1.92], [3.88, 4.21, 0.94], [3.47, 2.88, 1.04], [3.75, 2.12, 2.17], [4.58, 2.66, 3.14], [4.97, 3.98, 3.07], [3.65, 4.92, 0.15], [2.87, 2.38, 0.29], [3.45, 1.08, 2.14], [4.94, 2.09, 3.99], [5.60, 4.36, 3.87], [-5.60, 2.31, 4.76], [-4.85, 2.16, 3.65], [-5.32, 1.33, 2.63], [-4.53, 1.17, 1.51], [-3.30, 1.82, 1.45], [-2.87, 2.68, 2.46], [-3.68, 2.87, 3.58], [-6.24, 0.78, 2.79], [-4.91, 0.55, 0.71], [-2.69, 1.73, 0.56], [-1.95, 3.22, 2.32], [-3.46, 3.71, 4.22], [-1.38, 4.96, 0.17], [-2.69, 4.79, -0.14], [-3.63, 5.35, 0.73], [-4.97, 5.12, 0.45], [-5.34, 4.38, -0.66], [-4.38, 3.80, -1.47], [-3.02, 4.09, -1.29], [-3.44, 5.82, 1.69], [-5.72, 5.46, 1.14], [-6.39, 4.17, -0.78], [-4.71, 3.23, -2.33], [-2.25, 3.67, -1.92], [-0.73, 1.77, -2.53], [-0.58, 0.87, -1.54], [-1.57, -0.06, -1.31], [-1.40, -1.04, -0.35], [-0.26, -1.08, 0.44], [0.72, -0.07, 0.28], [0.56, 0.83, -0.79], [-2.40, -0.10, -2.01], [-2.07, -1.88, -0.25], [-0.12, -1.84, 1.20], [1.64, 0.02, 0.83], [1.36, 1.56, -0.79], [2.99, 6.30, -5.84], [2.47, 5.60, -4.80], [1.11, 5.47, -4.75], [0.54, 4.65, -3.77], [1.36, 4.13, -2.79], [2.74, 4.19, -2.91], [3.31, 4.94, -3.93], [0.48, 5.98, -5.47], [-0.53, 4.82, -3.64], [1.01, 3.66, -1.87], [3.40, 3.80, -2.13], [4.36, 5.06, -4.17], [-5.93, -4.65, -2.39], [-6.11, -3.32, -2.52], [-7.39, -2.81, -2.53], [-7.57, -1.45, -2.78], [-6.49, -0.62, -2.92], [-5.21, -1.16, -2.88], [-4.98, -2.51, -2.69], [-8.24, -3.47, -2.41], [-8.59, -1.07, -2.73], [-6.54, 0.46, -2.91], [-4.34, -0.52, -2.98], [-4.04, -3.04, -2.65]], "e_homo_ev": -9.0, "homo_lumo_gap_ev": 9.35, "total_charge": 0, "smiles": "Fc1ccccc1.Fc1ccccc1.Fc1ccccc1.Fc1ccccc1.Fc1ccccc1.Fc1ccccc1.CC(C)=O.CC(C)=O.CC(C)=O.CC(C)=O.CC(C)=O.CC(C)=O"}


2.
{"formula": "C54H67BiN2OP2SbSi", "method": "ωB97M-V with the def2-TZVPD basis set", "symbols": ["Bi", "C", "C", "C", "C", "C", "H", "H", "H", "H", "H", "C", "Si", "C", "C", "N", "C", "C", "C", "C", "C", "C", "O", "C", "C", "C", "C", "C", "C", "H", "H", "H", "H", "H", "H", "H", "H", "H", "H", "H", "H", "H", "H", "H", "H", "H", "H", "C", "N", "P", "C", "C", "C", "C", "C", "C", "C", "C", "C", "C", "C", "C", "P", "C", "C", "C", "C", "C", "C", "C", "C", "C", "C", "C", "C", "H", "H", "H", "H", "H", "H", "H", "H", "H", "H", "H", "H", "H", "H", "H", "H", "H", "H", "H", "H", "H", "H", "H", "C", "C", "C", "Sb", "C", "C", "C", "C", "C", "C", "H", "H", "H", "H", "H", "H", "H", "H", "H", "H", "H", "H", "H", "H", "H", "H", "H", "H", "H", "H", "H"], "xyz": [[-0.24, 0.85, 0.39], [-1.26, 2.78, -0.29], [-2.09, 2.67, -1.51], [-3.37, 2.97, -1.20], [-3.44, 3.31, 0.22], [-2.21, 3.21, 0.76], [-0.38, 3.40, -0.41], [-1.70, 2.42, -2.48], [-4.21, 2.99, -1.87], [-4.35, 3.62, 0.72], [-1.94, 3.41, 1.79], [0.80, 4.04, 3.67], [1.32, 3.70, 1.89], [0.41, 5.06, 0.95], [3.07, 4.19, 1.34], [1.17, 1.91, 1.71], [2.21, 1.19, 2.39], [3.08, 1.89, 3.26], [4.28, 1.40, 3.72], [4.69, 0.13, 3.36], [3.80, -0.65, 2.65], [2.56, -0.17, 2.25], [1.69, -1.06, 1.64], [1.75, -2.41, 2.01], [2.19, -2.85, 3.26], [2.19, -4.21, 3.53], [1.76, -5.13, 2.58], [1.29, -4.67, 1.36], [1.28, -3.32, 1.08], [1.25, 4.97, 4.04], [1.06, 3.24, 4.36], [-0.29, 4.17, 3.72], [0.78, 5.97, 1.43], [-0.68, 5.07, 1.03], [0.68, 5.13, -0.11], [3.35, 5.13, 1.82], [3.06, 4.38, 0.26], [3.85, 3.46, 1.54], [2.82, 2.89, 3.57], [4.91, 2.03, 4.34], [5.66, -0.26, 3.65], [4.06, -1.67, 2.40], [2.51, -2.15, 4.01], [2.55, -4.56, 4.49], [1.77, -6.19, 2.80], [0.92, -5.37, 0.61], [0.91, -2.94, 0.14], [2.54, -1.65, -1.94], [1.46, -0.85, -2.59], [-0.11, -1.63, -2.38], [0.15, -3.24, -3.22], [-0.89, -4.16, -3.07], [-0.83, -5.40, -3.68], [0.28, -5.75, -4.44], [1.31, -4.84, -4.61], [1.25, -3.58, -4.01], [-1.20, -0.92, -3.67], [-0.85, -0.89, -5.02], [-1.75, -0.45, -5.97], [-3.04, -0.07, -5.59], [-3.42, -0.16, -4.26], [-2.50, -0.58, -3.30], [1.50, 0.83, -2.10], [1.23, 1.76, -3.63], [1.60, 1.27, -4.88], [1.50, 2.08, -6.00], [1.02, 3.37, -5.89], [0.64, 3.87, -4.65], [0.76, 3.07, -3.52], [3.29, 1.11, -1.86], [4.22, 0.98, -2.90], [5.57, 1.14, -2.65], [6.02, 1.45, -1.37], [5.10, 1.61, -0.34], [3.75, 1.44, -0.59], [2.30, -2.71, -1.99], [2.69, -1.39, -0.88], [3.48, -1.49, -2.45], [-1.75, -3.89, -2.47], [-1.65, -6.10, -3.57], [0.34, -6.73, -4.90], [2.17, -5.10, -5.22], [2.05, -2.87, -4.18], [0.13, -1.25, -5.32], [-1.46, -0.42, -7.01], [-3.74, 0.28, -6.33], [-4.43, 0.09, -3.97], [-2.80, -0.65, -2.26], [1.95, 0.25, -4.97], [1.81, 1.69, -6.97], [0.94, 4.00, -6.77], [0.26, 4.88, -4.56], [0.48, 3.46, -2.55], [3.89, 0.77, -3.90], [6.28, 1.02, -3.46], [7.08, 1.58, -1.18], [5.44, 1.85, 0.66], [3.04, 1.57, 0.21], [-3.45, -1.26, 5.49], [-2.24, -0.89, 4.64], [-1.14, -1.93, 4.72], [-2.69, -0.45, 2.53], [-3.68, -2.25, 1.74], [-4.51, -2.98, 2.78], [-2.68, -3.18, 1.06], [-4.57, 0.60, 2.91], [-4.30, 1.91, 3.65], [-5.34, 0.81, 1.61], [-3.19, -1.17, 6.55], [-3.76, -2.29, 5.32], [-4.31, -0.61, 5.32], [-1.85, 0.07, 4.99], [-1.46, -2.88, 4.28], [-0.88, -2.13, 5.77], [-0.25, -1.59, 4.22], [-4.34, -1.82, 0.98], [-3.87, -3.51, 3.50], [-5.14, -3.73, 2.29], [-5.17, -2.31, 3.33], [-1.98, -3.60, 1.79], [-2.11, -2.67, 0.29], [-3.21, -4.02, 0.59], [-5.14, -0.07, 3.56], [-3.76, 2.61, 3.01], [-3.71, 1.75, 4.56], [-5.24, 2.38, 3.94], [-4.73, 1.30, 0.86], [-6.22, 1.44, 1.80], [-5.70, -0.14, 1.20]], "e_homo_ev": -10.1, "homo_lumo_gap_ev": 7.33, "total_charge": 1}


3.
{"formula": "C54H69N2P2RhSSb", "method": "ωB97M-V with the def2-TZVPD basis set", "symbols": ["Rh", "C", "C", "C", "P", "C", "C", "C", "C", "C", "C", "C", "C", "C", "N", "C", "C", "C", "C", "C", "C", "P", "C", "C", "C", "C", "C", "C", "H", "H", "H", "H", "H", "H", "H", "H", "H", "H", "H", "H", "H", "H", "H", "H", "H", "H", "H", "H", "H", "H", "H", "H", "H", "H", "H", "H", "H", "H", "H", "H", "H", "H", "H", "H", "C", "C", "C", "C", "C", "C", "C", "C", "N", "C", "C", "C", "C", "H", "H", "H", "H", "H", "H", "H", "H", "H", "H", "H", "H", "H", "H", "H", "H", "H", "H", "S", "Sb", "C", "C", "C", "C", "C", "C", "C", "C", "C", "C", "C", "C", "C", "C", "C", "C", "C", "C", "H", "H", "H", "H", "H", "H", "H", "H", "H", "H", "H", "H", "H", "H", "H"], "xyz": [[-0.15, 1.47, 0.80], [-4.34, 0.00, 2.74], [-3.32, 0.43, 1.69], [-3.65, 1.83, 1.18], [-1.54, 0.34, 2.23], [-1.39, -1.46, 2.73], [-1.11, -1.67, 4.22], [-0.31, -2.11, 1.86], [-1.46, 1.44, 3.68], [-2.25, 1.33, 4.82], [-2.27, 2.34, 5.77], [-1.53, 3.49, 5.55], [-0.73, 3.61, 4.43], [-0.63, 2.57, 3.49], [0.20, 2.62, 2.38], [1.31, 3.48, 2.33], [2.10, 3.80, 3.44], [3.21, 4.62, 3.32], [3.57, 5.13, 2.08], [2.83, 4.79, 0.96], [1.72, 3.97, 1.07], [0.73, 3.30, -0.30], [1.89, 3.38, -1.76], [1.94, 4.73, -2.48], [1.55, 2.27, -2.75], [-0.55, 4.61, -0.63], [-1.53, 4.11, -1.70], [-1.27, 5.01, 0.66], [-5.30, -0.19, 2.25], [-4.50, 0.79, 3.47], [-4.05, -0.92, 3.26], [-3.35, -0.27, 0.85], [-3.60, 2.56, 2.00], [-4.66, 1.86, 0.76], [-2.96, 2.14, 0.40], [-2.35, -1.92, 2.48], [-0.32, -1.02, 4.58], [-0.81, -2.71, 4.39], [-2.00, -1.48, 4.82], [0.64, -1.59, 1.97], [-0.60, -2.07, 0.81], [-0.18, -3.16, 2.14], [-2.86, 0.45, 4.97], [-2.90, 2.24, 6.65], [-1.58, 4.31, 6.26], [-0.19, 4.53, 4.27], [1.86, 3.37, 4.41], [3.80, 4.85, 4.19], [4.44, 5.78, 1.99], [3.14, 5.16, -0.01], [2.88, 3.17, -1.32], [1.03, 4.90, -3.05], [2.78, 4.72, -3.19], [2.09, 5.57, -1.81], [0.56, 2.42, -3.18], [1.56, 1.30, -2.26], [2.28, 2.25, -3.57], [-0.02, 5.49, -1.01], [-1.85, 3.09, -1.49], [-1.07, 4.12, -2.69], [-2.42, 4.74, -1.73], [-1.69, 4.13, 1.16], [-2.08, 5.69, 0.43], [-0.59, 5.51, 1.35], [5.57, -3.78, -1.16], [4.45, -2.77, -1.09], [3.67, -2.48, -2.23], [2.60, -1.59, -2.21], [1.84, -1.32, -3.48], [2.29, -0.99, -1.02], [3.09, -1.19, 0.17], [4.18, -2.12, 0.08], [2.70, -0.48, 1.19], [3.40, -0.27, 2.43], [2.35, 0.21, 3.45], [4.16, -1.46, 3.04], [4.39, 0.88, 2.13], [5.61, -4.26, -2.14], [5.45, -4.55, -0.41], [6.54, -3.30, -0.99], [3.92, -2.97, -3.17], [2.53, -0.99, -4.26], [1.07, -0.56, -3.34], [1.38, -2.24, -3.83], [1.45, -0.30, -0.92], [4.80, -2.33, 0.94], [1.84, -0.65, 3.88], [1.62, 0.84, 2.93], [2.82, 0.77, 4.25], [3.59, -2.39, 2.93], [4.29, -1.27, 4.11], [5.16, -1.59, 2.63], [3.85, 1.76, 1.75], [5.12, 0.57, 1.38], [4.90, 1.16, 3.04], [-1.06, 0.52, -0.97], [-1.43, -2.15, -2.04], [-3.19, -3.18, -1.35], [-4.30, -2.43, -0.99], [-5.43, -3.06, -0.48], [-5.45, -4.44, -0.34], [-4.34, -5.19, -0.70], [-3.21, -4.56, -1.21], [-0.39, -3.88, -2.86], [-0.35, -4.14, -4.23], [0.42, -5.20, -4.70], [1.15, -5.98, -3.82], [1.11, -5.71, -2.46], [0.34, -4.66, -1.98], [-2.30, -1.35, -3.84], [-2.07, -0.04, -4.24], [-2.62, 0.43, -5.43], [-3.38, -0.41, -6.22], [-3.62, -1.72, -5.82], [-3.09, -2.18, -4.62], [-4.30, -1.35, -1.11], [-6.30, -2.47, -0.20], [-6.33, -4.93, 0.06], [-4.35, -6.27, -0.60], [-2.35, -5.16, -1.50], [-0.90, -3.52, -4.92], [0.44, -5.42, -5.76], [1.76, -6.80, -4.19], [1.68, -6.33, -1.77], [0.32, -4.45, -0.91], [-1.47, 0.63, -3.63], [-2.45, 1.46, -5.73], [-3.80, -0.05, -7.16], [-4.24, -2.37, -6.42], [-3.31, -3.19, -4.29]], "e_homo_ev": [-8.7, -8.7], "homo_lumo_gap_ev": [2.98, 3.02], "total_charge": 1}


no.,electronic energy (eV)
1,-85656.665
2,-100939.682
3,-99050.151